# C6H10O3S2

A 2-piece molecular cluster, C6H10O3S2 overall (ωB97M-V/def2-TZVPD, the OMol25 dataset).

Summary:
frontier orbital gap = 0.344 hartree
max |F| = 1.79 eV/A
E_LUMO = 0.690 eV

ORCA input file:
```
! RIJCOSX wB97M-V def2-TZVPD def2/J DEFGRID3
* xyz 0 1
H 2.13 1.03 0.74
H 1.43 1.16 -0.90
O 0.70 -2.96 -1.26
H -1.15 3.26 1.02
H -0.66 2.68 2.65
H -0.93 -2.94 -2.49
C -0.64 -3.42 -1.55
H 2.44 3.42 0.25
C -1.55 -3.05 -0.39
S -0.27 1.02 0.84
H -2.01 -3.91 0.09
H -2.31 -2.32 -0.66
C 1.42 3.03 0.26
C -0.38 2.74 1.60
C 0.94 -2.37 -0.15
O -1.24 1.04 -0.25
H 0.84 3.50 -0.55
O 0.87 3.35 1.51
C 1.38 1.51 0.12
S -0.44 -2.25 0.84
H -0.57 -4.50 -1.71
*
```


# C6H10O4

A 2-piece molecular cluster, C6H10O4 overall (ωB97M-V/def2-TZVPD, the OMol25 dataset).

Summary:
frontier orbital gap = 0.372 hartree
max |F| = 1.40 eV/A
SMILES = CC(=O)O[C@H](C)O.C=C=O
E_LUMO = 0.697 eV

ORCA input file:
```
! RIJCOSX wB97M-V def2-TZVPD def2/J DEFGRID3
* xyz 0 1
C 1.96 -2.02 0.23
O -2.22 -1.00 0.90
O -0.71 0.63 0.46
H -1.35 -0.02 -2.12
H -2.55 -1.24 -1.66
H 1.87 -2.98 0.71
H 1.82 -1.97 -0.83
H 0.33 3.25 0.00
C 0.82 2.40 0.47
O 2.58 -0.01 1.48
C 2.30 -0.96 0.89
H -2.80 0.45 -1.21
H 1.90 2.50 0.33
C -1.32 -0.57 -0.05
C -2.05 -0.32 -1.36
C 0.34 1.14 -0.19
H -0.51 -1.31 -0.20
O 0.83 0.64 -1.18
H 0.58 2.38 1.53
H -1.81 -0.98 1.77
*
```


# C6H10O4

An isolated molecule of C6H10O4 (ωB97M-V/def2-TZVPD, the OMol25 dataset).

Summary:
frontier orbital gap = 0.383 hartree
max |F| = 2.69 eV/A
SMILES = O[C@@H]1[C@H](O)[C@H]2O[C@@H]2C[C@H]1O
E_LUMO = 0.575 eV

ORCA input file:
```
! RIJCOSX wB97M-V def2-TZVPD def2/J DEFGRID3
* xyz 0 1
C 0.99 -1.49 0.68
C -0.41 0.94 -0.78
O -1.67 1.48 -1.16
C 1.18 -0.96 -0.71
H -0.99 -1.11 -0.94
H 0.41 1.71 -0.88
H 0.06 -0.46 2.40
O 0.76 -1.17 -2.04
C -0.10 -0.49 -1.19
H 0.20 -2.28 0.79
H 1.92 -0.20 -0.70
H -2.46 0.35 0.19
O 1.65 0.62 1.68
H -0.67 1.67 1.25
H -1.67 1.69 -2.16
H 1.93 -1.87 1.14
H 1.36 1.42 2.14
O -1.88 0.05 0.96
C -0.62 0.69 0.77
C 0.47 -0.16 1.45
*
```


# C6H10O4

An isolated molecule of C6H10O4 (ωB97M-V/def2-TZVPD, the OMol25 dataset).

Summary:
frontier orbital gap (spin up / spin down) = 0.245 / 0.271 hartree
max |F| = 5.31 eV/A
E_LUMO (spin up / spin down) = 0.658 / -2.492 eV

ORCA input file:
```
! RIJCOSX wB97M-V def2-TZVPD def2/J DEFGRID3
* xyz 0 3
H -1.76 -1.03 0.55
C -1.05 -0.65 -0.08
O -1.35 1.62 -0.90
C 0.79 1.05 -0.16
H -1.12 1.17 1.05
H -1.87 -0.98 -1.98
H 1.11 2.08 1.34
H -0.82 2.39 -0.89
C 1.31 -0.19 0.63
H 1.09 0.90 -1.21
H 2.32 -0.64 0.40
C 0.26 -1.28 0.51
O 1.29 0.25 1.98
C -1.06 -1.36 -1.49
C -0.72 0.83 0.03
H 1.56 -0.32 2.66
O 0.42 -2.46 0.77
H -0.28 -1.26 -2.27
O 1.06 2.25 0.33
H -1.17 -2.37 -1.28
*
```


# C6H10O4PS

An isolated ion of composition C6H10O4PS and charge +1 (ωB97M-V/def2-TZVPD, the OMol25 dataset).

Summary:
frontier orbital gap = 0.347 hartree
max |F| = 2.51 eV/A
E_LUMO = -3.562 eV

ORCA input file:
```
! RIJCOSX wB97M-V def2-TZVPD def2/J DEFGRID3
* xyz 1 1
O 3.81 -0.75 -0.79
S 2.04 1.59 -0.13
H 0.49 -1.08 -0.56
O 1.44 -1.30 -0.87
H -2.83 1.54 -0.34
C -0.62 1.44 -0.92
H -3.03 -0.59 0.50
H 3.87 -0.49 -1.68
C -1.34 0.01 1.40
H -2.55 0.68 -1.66
H -0.43 1.94 -1.88
P 2.46 -0.42 -0.09
C -2.09 -0.33 0.16
C -0.18 0.73 1.37
C 0.27 1.22 0.04
H -1.68 -0.44 2.29
H 0.24 0.90 2.35
O 2.52 -0.98 1.40
C -2.04 0.87 -0.69
H -2.05 -1.71 -1.31
O -1.58 -1.53 -0.48
H 3.28 -1.30 1.90
*
```


# C6H10OS

An isolated molecule of C6H10OS (ωB97M-V/def2-TZVPD, the OMol25 dataset).

Summary:
frontier orbital gap = 0.351 hartree
max |F| = 8.51 eV/A
SMILES = C[C@@H]1CO[C@H]2C[C@]12S
E_LUMO = 0.797 eV

ORCA input file:
```
! RIJCOSX wB97M-V def2-TZVPD def2/J DEFGRID3
* xyz 0 1
C 0.90 1.48 1.14
H 0.54 2.37 0.73
H -0.60 1.61 -1.60
C -0.41 0.39 -1.77
C -0.20 0.55 1.29
H 1.83 1.67 1.79
H -1.56 0.05 -1.96
H 0.27 0.33 -2.76
H -1.96 -0.83 -0.27
S 2.07 -1.10 0.86
O -0.86 -0.71 1.59
C 0.09 -0.41 -0.77
C 0.94 0.13 0.30
H 1.35 -2.01 1.39
H -1.07 -2.25 0.25
H -0.99 1.06 0.78
H 0.70 -1.16 -1.19
C -1.03 -1.19 0.20
*
```